[1]
{
  "formula": "C5H12N2",
  "method": "the ωB97M-V functional and the def2-TZVPD basis",
  "e_lumo_ha": 0.044,
  "smiles": "N/C=C/CCCN",
  "gap_ev": 9.11,
  "symbols": ["N", "C", "C", "C", "C", "C", "N", "H", "H", "H", "H", "H", "H", "H", "H", "H", "H", "H", "H"],
  "coordinates": [[2.06390, -1.91178, 0.70916], [1.43976, -0.69572, 0.41119], [0.95705, -0.42913, -0.80505], [0.14069, 0.76066, -1.22874], [-1.35376, 0.53049, -1.07043], [-1.87102, 0.42978, 0.37237], [-1.15510, 1.31331, 1.29716], [2.91157, -1.93229, 1.24368], [1.84241, -2.60766, 0.01243], [1.55868, 0.08479, 1.15026], [1.26950, -1.08365, -1.61919], [0.35295, 0.99295, -2.26960], [0.45542, 1.64743, -0.67228], [-1.95708, 1.24727, -1.62575], [-1.58321, -0.43203, -1.53164], [-1.89568, -0.60868, 0.70029], [-2.87845, 0.84454, 0.43754], [-1.71454, 1.83232, 1.95360], [-0.31234, 0.98212, 1.73277]],
  "forces_ev_per_angstrom": [[-1.134, 0.377, -0.075], [1.139, 0.093, -0.636], [0.174, 0.178, -0.301], [0.301, 0.325, 0.407], [-0.498, -0.584, -0.063], [0.217, 1.040, 0.719], [0.284, 0.392, -0.151], [0.062, -0.167, -0.193], [0.723, -0.197, 0.313], [-0.467, -0.056, 0.383], [-0.449, -0.391, 0.206], [0.020, -0.099, -0.179], [-0.172, -0.010, 0.122], [0.227, 0.376, 0.014], [-0.050, -0.103, -0.191], [0.047, -0.088, 0.098], [-0.230, -0.519, -0.389], [-0.110, -0.281, -0.040], [-0.083, -0.285, -0.043]]
}

---

[2]
{
  "formula": "C5H8O2",
  "method": "the ωB97M-V functional and the def2-TZVPD basis",
  "e_lumo_ha": [0.016, 0.016],
  "gap_ev": [8.09, 8.09],
  "symbols": ["C", "C", "O", "C", "C", "C", "O", "H", "H", "H", "H", "H", "H", "H", "H"],
  "coordinates": [[1.15668, 1.07500, -1.04838], [0.94880, -0.09911, -0.13334], [1.01550, 0.21689, 1.32707], [-0.09440, -0.46337, 1.50100], [-1.65372, 0.11690, 0.30317], [-0.47441, -0.76946, 0.13969], [-0.64876, -1.96743, -0.56028], [0.31194, 1.77075, -1.04395], [2.07317, 1.61947, -0.79535], [1.27745, 0.67454, -2.06080], [1.72690, -0.85183, -0.25436], [-0.50851, -0.71895, 2.47671], [-1.76347, 0.79981, -0.55258], [-1.75067, 0.63591, 1.28853], [-1.61650, -2.03911, -0.58712]],
  "forces_ev_per_angstrom": [[-0.074, -0.044, 0.011], [0.219, -0.022, -0.409], [-0.038, -0.139, -0.015], [0.014, 0.184, 0.294], [0.299, 0.432, -0.156], [0.187, 0.279, 0.096], [-0.191, -0.150, 0.346], [0.115, -0.138, 0.101], [-0.149, -0.124, 0.015], [-0.052, 0.117, 0.098], [-0.198, -0.113, -0.227], [0.161, 0.253, -0.090], [0.291, 0.411, 0.507], [-0.786, -0.759, -0.479], [0.202, -0.189, -0.093]]
}

---

[3]
{
  "formula": "CH8N2O2Si2",
  "method": "the ωB97M-V functional and the def2-TZVPD basis",
  "e_lumo_ha": 0.013,
  "smiles": "NC(=O)N[Si@@H](O)[SiH3]",
  "gap_ev": 9.96,
  "symbols": ["N", "C", "O", "N", "Si", "O", "Si", "H", "H", "H", "H", "H", "H", "H", "H"],
  "coordinates": [[-1.91432, 1.34228, 1.80794], [-0.95024, 0.91666, 0.88181], [-0.84109, 1.52081, -0.19226], [-0.21327, -0.17397, 1.02487], [0.98817, -0.39800, -0.16400], [1.61013, -1.80364, 0.32499], [0.43092, -0.66080, -2.33898], [-1.71255, 1.37988, 2.78445], [-2.41557, 2.15319, 1.36758], [-0.09946, -0.65559, 1.92518], [2.03843, 0.69337, 0.24479], [1.80758, -2.39062, 1.11502], [0.28557, 0.76620, -2.96626], [-0.70390, -1.28967, -2.92327], [1.68960, -1.40008, -2.89187]],
  "forces_ev_per_angstrom": [[-0.158, 0.602, -1.920], [-1.525, 1.709, -0.398], [-0.071, -0.100, 0.043], [-0.403, -1.168, 2.570], [1.687, 1.162, 1.039], [1.179, -2.898, 1.392], [1.661, 1.596, -1.796], [0.062, 0.002, 0.341], [0.832, -1.062, 1.160], [-0.506, 0.412, -0.639], [-0.748, -0.691, -0.969], [-0.544, 1.783, -1.784], [0.472, -1.114, 0.524], [-1.020, -0.861, 0.150], [-0.917, 0.627, 0.287]]
}

---

[4]
{
  "formula": "C2H12N2O4",
  "method": "the ωB97M-V functional and the def2-TZVPD basis",
  "charge": 1,
  "s_squared": 0.756,
  "e_lumo_ha": [-0.151, -0.361],
  "gap_ev": [9.73, 4.01],
  "multiplicity": 2,
  "symbols": ["N", "C", "C", "N", "O", "H", "H", "H", "H", "H", "H", "H", "H", "O", "H", "H", "O", "H", "H", "O"],
  "coordinates": [[-1.12666, 0.93537, 0.24247], [-0.88898, -0.42458, 0.02322], [-0.08171, -1.24444, 1.09308], [-0.94714, -1.54198, 2.16003], [1.04651, -1.66312, 1.13307], [-2.00747, 1.32679, 0.35912], [-0.68643, 1.26422, 1.10531], [-1.70457, -1.18812, -0.01323], [-0.28156, -0.36506, -0.92912], [-1.93175, -1.45302, 2.15899], [-0.62933, -1.92797, 3.13498], [3.43998, -2.19628, 0.19274], [3.49009, -0.73636, 0.31414], [4.00453, -1.50456, 0.00458], [-2.14443, 0.57954, -3.69750], [-1.83572, -0.32129, -2.51292], [-1.55101, 0.43073, -2.93192], [0.73181, 3.02636, -1.07003], [1.83485, 3.31746, -0.06420], [1.26898, 3.68630, -0.70282]],
  "forces_ev_per_angstrom": [[1.054, -1.238, 3.212], [0.944, -1.665, -1.543], [0.281, -0.940, 3.335], [1.606, -0.208, 1.950], [-0.792, 1.155, -1.139], [-2.798, 0.651, -1.041], [1.368, 0.601, -0.555], [-0.441, 1.519, -1.137], [-0.157, -0.847, 0.452], [-0.950, 0.354, -0.537], [-0.075, 0.737, -3.013], [-1.721, -2.586, 0.575], [0.585, -0.372, -0.226], [1.163, 2.941, -0.344], [0.546, -0.182, 0.641], [-1.337, -2.962, 1.108], [0.706, 3.073, -1.689], [-0.888, -1.480, -0.857], [1.147, -0.835, 1.111], [-0.243, 2.285, -0.303]]
}

---

[5]
{
  "formula": "C21H19CuN2O3S3",
  "method": "the ωB97M-V functional and the def2-TZVPD basis",
  "charge": -2,
  "e_lumo_ha": 0.172,
  "gap_ev": 5.88,
  "symbols": ["Cu", "C", "C", "C", "C", "C", "C", "C", "C", "C", "S", "C", "N", "H", "H", "H", "H", "H", "H", "H", "H", "C", "C", "C", "C", "C", "C", "C", "C", "C", "S", "C", "N", "H", "H", "H", "H", "H", "H", "H", "H", "C", "S", "O", "O", "O", "H", "H", "H"],
  "coordinates": [[-0.96755, 0.91756, 0.07535], [0.95844, 0.62538, 2.44879], [1.22467, 1.90991, 1.73306], [2.11949, 2.86456, 2.27286], [2.32843, 4.03785, 1.61578], [1.66297, 4.29521, 0.39696], [1.84862, 5.50445, -0.31673], [1.17244, 5.68497, -1.49238], [0.31577, 4.69547, -1.99737], [0.09414, 3.48499, -1.35132], [-0.93382, 2.26431, -2.01690], [0.79482, 3.29415, -0.09481], [0.59700, 2.13298, 0.59465], [1.51645, 0.57402, 3.38448], [1.22966, -0.24142, 1.84149], [-0.11200, 0.53810, 2.65689], [2.62289, 2.64524, 3.20569], [3.00471, 4.78748, 2.01479], [2.51637, 6.26064, 0.08060], [1.29886, 6.60677, -2.05166], [-0.20083, 4.86341, -2.93435], [0.84968, -1.15142, -1.50565], [-0.48007, -1.74385, -1.16466], [-0.81049, -3.05166, -1.59953], [-2.01542, -3.58211, -1.26814], [-2.92321, -2.83961, -0.47598], [-4.18390, -3.35927, -0.10026], [-5.00367, -2.60040, 0.69044], [-4.60194, -1.33291, 1.13655], [-3.37592, -0.77072, 0.80446], [-2.89832, 0.77398, 1.42918], [-2.51944, -1.55387, -0.05440], [-1.31118, -1.03526, -0.43494], [1.31279, -1.68928, -2.33401], [1.49634, -1.24524, -0.63034], [0.73167, -0.09723, -1.76360], [-0.08615, -3.60986, -2.17731], [-2.29392, -4.58062, -1.58962], [-4.47298, -4.34750, -0.44030], [-5.97445, -2.98236, 0.99001], [-5.25866, -0.75804, 1.77807], [1.01223, -4.52504, 2.68115], [2.24317, -3.70516, 1.67376], [3.40311, -3.54846, 2.54764], [2.46496, -4.61107, 0.54996], [1.60796, -2.44273, 1.29915], [1.38037, -5.51687, 2.93803], [0.09118, -4.59191, 2.10524], [0.85088, -3.93138, 3.57884]],
  "forces_ev_per_angstrom": [[-0.312, 0.354, -0.270], [-0.072, -0.044, 0.018], [0.084, 0.047, -0.040], [0.017, 0.024, -0.014], [0.001, -0.034, 0.034], [0.033, 0.060, -0.031], [-0.006, -0.036, 0.031], [-0.024, -0.017, -0.027], [0.019, 0.057, -0.023], [0.070, -0.164, 0.059], [0.019, 0.110, 0.175], [-0.093, 0.003, -0.160], [0.039, -0.016, 0.239], [0.006, -0.004, 0.000], [0.020, 0.000, -0.003], [0.000, 0.000, -0.011], [-0.002, -0.010, 0.000], [-0.002, 0.005, -0.007], [0.005, -0.004, 0.008], [-0.005, -0.003, -0.005], [0.002, 0.000, 0.000], [-0.032, 0.052, -0.016], [0.034, -0.036, 0.001], [-0.007, -0.026, -0.005], [0.024, 0.025, -0.008], [-0.020, -0.021, 0.006], [0.002, 0.011, -0.002], [0.012, 0.003, 0.000], [-0.003, 0.004, -0.006], [0.008, -0.088, 0.043], [0.079, 0.051, -0.100], [0.019, 0.017, 0.022], [-0.020, -0.219, 0.077], [0.014, -0.001, 0.006], [0.004, -0.017, -0.020], [-0.001, -0.002, 0.004], [0.012, -0.006, 0.023], [0.000, -0.002, 0.004], [0.001, -0.003, -0.001], [-0.003, 0.002, 0.001], [-0.004, -0.001, 0.001], [-0.001, 0.011, -0.003], [-0.040, 0.019, 0.012], [-0.008, -0.025, -0.010], [0.016, 0.004, -0.027], [0.131, -0.062, 0.018], [-0.003, -0.005, 0.013], [-0.006, -0.020, -0.006], [-0.009, 0.007, 0.000]]
}

---

The evaluated energy above the lowest of the compared OMol25 structures with the same formula, charge and spin for the records listed, in turn: 31.4; 114.9; 18.6; 42.5; 10.6 kcal/mol.
The evaluated largest force on an atom for the records listed, in turn: 1.31; 1.19; 3.42; 3.60; 0.54 eV Å⁻¹.